[1]
The following is a quantum chemistry calculation of a molecular structure, C42H41Br2CsF9N5OS4 in a non-equilibrium geometry, from the OMol25 dataset.

Geometry as ORCA input:
```
! wB97M-V def2-TZVPD RIJCOSX def2/J DEFGRID3
* xyz -2 1
Cs -0.09 0.20 -0.98
C 6.16 -3.22 -0.62
C 5.21 -2.41 -1.47
C 4.60 -2.97 -2.59
C 3.70 -2.21 -3.31
C 3.43 -0.92 -2.90
C 4.09 -0.43 -1.77
N 4.97 -1.16 -1.08
C 3.84 0.97 -1.31
C 4.60 1.55 -0.30
C 4.35 2.87 0.03
C 3.36 3.57 -0.64
C 2.63 2.88 -1.61
N 2.86 1.62 -1.93
C 1.51 3.57 -2.33
C 1.66 4.87 -2.78
C 0.60 5.45 -3.46
C -0.56 4.73 -3.66
C -0.64 3.43 -3.15
C -1.89 2.61 -3.23
N 0.39 2.87 -2.52
H 5.60 -3.92 -0.01
H 6.71 -2.55 0.04
H 6.86 -3.78 -1.24
H 4.83 -3.99 -2.87
H 3.20 -2.62 -4.18
H 2.73 -0.28 -3.41
H 5.36 0.96 0.20
H 4.89 3.35 0.83
H 3.12 4.59 -0.38
H 2.56 5.43 -2.56
H 0.68 6.47 -3.81
H -1.41 5.16 -4.17
H -2.60 3.03 -3.95
H -2.38 2.59 -2.26
H -1.67 1.58 -3.51
C -3.94 -1.17 -0.29
C -4.06 0.33 -0.33
C -4.91 0.95 -1.23
C -4.98 2.34 -1.30
C -4.17 3.11 -0.48
C -3.30 2.52 0.44
C -2.38 3.36 1.28
C -3.30 1.12 0.53
N -2.45 0.45 1.44
C -2.65 0.51 2.69
C -3.78 1.27 3.34
C -1.75 -0.28 3.61
C -1.67 0.17 5.04
N -1.18 -1.31 3.13
C -0.43 -2.22 3.89
C 0.79 -1.93 4.53
C 1.43 -0.57 4.50
C 1.45 -2.96 5.18
C 0.94 -4.25 5.22
C -0.25 -4.53 4.57
C -0.93 -3.54 3.89
C -2.20 -3.84 3.14
H -4.76 -1.65 -0.82
H -3.92 -1.55 0.73
H -3.01 -1.49 -0.77
H -5.51 0.34 -1.90
H -5.65 2.82 -2.01
H -4.18 4.19 -0.56
H -2.85 3.66 2.22
H -2.11 4.28 0.75
H -1.45 2.84 1.51
H -3.38 2.08 3.96
H -4.34 0.61 4.00
H -4.45 1.69 2.60
H -1.21 -0.60 5.67
H -2.66 0.40 5.44
H -1.07 1.08 5.09
H 1.10 0.05 3.66
H 2.51 -0.67 4.41
H 1.22 -0.02 5.42
H 2.40 -2.74 5.65
H 1.49 -5.03 5.73
H -0.64 -5.54 4.56
H -3.06 -3.33 3.57
H -2.40 -4.91 3.14
H -2.12 -3.50 2.10
Br 3.79 -2.31 2.40
C 2.30 -1.51 1.46
Br 1.74 -2.56 -0.06
H 2.61 -0.52 1.14
H 1.47 -1.46 2.15
S 1.93 6.66 0.71
S 0.61 5.09 0.88
S 1.31 3.77 2.38
S 1.26 1.82 1.67
F 0.87 -3.68 -3.80
C -0.45 -3.67 -3.51
F -0.57 -4.10 -2.25
F -1.02 -4.61 -4.31
C -1.05 -2.23 -3.68
O -0.70 -1.45 -2.67
C -0.54 -1.65 -5.04
F -1.29 -0.60 -5.42
F -0.56 -2.54 -6.07
F 0.72 -1.21 -4.94
C -2.61 -2.38 -3.77
F -3.21 -1.20 -3.57
F -3.07 -3.21 -2.82
F -3.06 -2.86 -4.95
*
```

Results
**E_HOMO**: -0.523 eV
**Largest force on an atom**: 1.98 eV Å⁻¹
**Lowest unoccupied orbital energy**: 0.1264 hartree
**Orbital gap**: 3.962 eV

***

[2]
The following is a quantum chemistry calculation of a molecular structure, C21H16Br2ClN4O5PbS2 in a non-equilibrium geometry, from the OMol25 dataset.

Geometry as ORCA input:
```
! wB97M-V def2-TZVPD RIJCOSX def2/J DEFGRID3
* xyz -1 1
Pb 0.90 -1.39 -0.85
C -1.02 -1.25 2.27
C 0.40 -1.47 2.65
C 0.74 -1.54 4.01
C 2.05 -1.65 4.38
C 3.06 -1.68 3.39
C 4.44 -1.66 3.65
Br 5.07 -1.58 5.45
C 5.36 -1.66 2.63
C 4.91 -1.76 1.32
Br 6.17 -1.78 -0.10
C 3.56 -1.83 0.94
O 3.20 -1.99 -0.26
C 2.62 -1.72 2.03
N 1.31 -1.60 1.71
H -1.57 -0.74 3.06
H -1.51 -2.21 2.09
H -1.07 -0.68 1.34
H -0.04 -1.49 4.75
H 2.33 -1.68 5.43
H 6.42 -1.59 2.84
Cl -1.37 -5.29 -1.32
C -1.43 -4.21 0.08
C -2.18 -2.89 -0.34
O -3.40 -2.92 -0.32
O -1.45 -1.91 -0.63
H -0.40 -3.99 0.37
H -1.97 -4.74 0.86
N -5.36 3.51 -2.76
C -4.06 3.08 -2.94
C -3.03 4.00 -3.17
C -1.75 3.57 -3.41
C -1.47 2.21 -3.42
C -2.47 1.29 -3.18
C -3.76 1.72 -2.95
S 0.21 1.65 -3.68
O 0.24 0.76 -4.80
O 1.06 2.82 -3.75
N 0.55 0.81 -2.32
C 0.74 1.49 -1.23
S 0.73 3.23 -1.07
C 1.05 3.04 0.64
C 1.15 1.73 0.96
N 0.97 0.87 -0.08
H -5.47 4.47 -2.45
H -5.98 2.86 -2.32
H -3.26 5.06 -3.16
H -0.94 4.26 -3.58
H -2.22 0.24 -3.18
H -4.55 1.00 -2.78
H 1.15 3.89 1.28
H 1.36 1.33 1.93
*
```

Results
**E_HOMO**: -5.204 eV
**Largest force on an atom**: 2.02 eV Å⁻¹
**Lowest unoccupied orbital energy**: 0.0777 hartree
**Orbital gap**: 7.320 eV

***

[3]
The following is a quantum chemistry calculation of a molecular structure, C19H23BrNV in a non-equilibrium geometry, from the OMol25 dataset.

Geometry as ORCA input:
```
! wB97M-V def2-TZVPD RIJCOSX def2/J DEFGRID3
* xyz 1 2
C 1.41 -3.54 0.44
C 0.62 -3.80 1.66
C 1.06 -4.27 -0.79
C 2.79 -3.06 0.60
H 1.42 -5.31 -0.75
H 1.50 -3.82 -1.68
H -0.03 -4.33 -0.93
H 0.92 -4.76 2.11
H -0.45 -3.87 1.45
H 0.79 -3.03 2.41
H 3.47 -3.89 0.85
H 2.87 -2.33 1.41
H 3.18 -2.60 -0.32
C -2.75 0.70 -0.84
C -2.08 -0.31 -1.61
C -1.51 -1.26 -0.68
H -2.08 -0.40 -2.69
C -1.85 -0.84 0.65
C -2.64 0.36 0.54
H -3.14 0.86 1.37
H -3.35 1.51 -1.27
H -1.04 -2.20 -0.94
H -1.63 -1.41 1.55
C 1.73 1.72 -0.92
C 0.87 1.82 -2.06
C 0.55 0.49 -2.48
H 0.59 2.73 -2.59
C 1.18 -0.43 -1.56
C 1.90 0.34 -0.59
H 2.54 -0.09 0.18
H 2.24 2.56 -0.43
H 0.01 0.21 -3.38
H 1.22 -1.51 -1.67
V -0.43 0.63 -0.51
Br -2.17 6.19 -0.50
C -1.39 4.76 0.50
C -1.02 4.91 1.84
C -0.46 3.81 2.49
C -0.30 2.61 1.81
N -0.66 2.47 0.51
C -1.20 3.54 -0.14
H -1.17 5.86 2.34
H -0.16 3.87 3.54
H 0.13 1.73 2.29
H -1.49 3.40 -1.18
*
```

Results
**E_HOMO (spin up / spin down)**: -9.639 / -11.538 eV
**Largest force on an atom**: 1.40 eV Å⁻¹
**Lowest unoccupied orbital energy (spin up / spin down)**: -0.1366 / -0.1369 hartree
**Orbital gap (spin up / spin down)**: 5.921 / 7.814 eV

***

[4]
The following is a quantum chemistry calculation of 9 unconnected molecules or ions with the total composition H18O9 in a non-equilibrium geometry, from the OMol25 dataset.

Geometry as ORCA input:
```
! wB97M-V def2-TZVPD RIJCOSX def2/J DEFGRID3
* xyz 0 1
O 0.71 0.71 -0.93
H 1.49 1.27 -0.83
H 1.02 -0.17 -0.70
O -1.42 -2.71 0.34
H -1.13 -2.72 -0.58
H -1.68 -1.80 0.50
O -4.27 -1.24 -0.36
H -3.31 -1.19 -0.23
H -4.42 -0.82 -1.21
O 0.89 -3.02 0.52
H 0.18 -3.18 1.15
H 0.45 -3.03 -0.34
O -3.36 1.27 -0.63
H -3.85 0.72 -1.26
H -2.43 1.09 -0.84
O 4.76 -0.14 -1.62
H 4.63 0.70 -1.17
H 5.70 -0.32 -1.51
O 1.39 2.26 1.48
H 0.67 2.00 2.07
H 2.09 2.54 2.08
O 1.80 -1.44 1.18
H 1.04 -1.04 0.74
H 1.52 -1.51 2.10
O -0.85 3.92 0.41
H -0.06 3.80 -0.12
H -1.56 4.04 -0.24
*
```

Results
**E_HOMO**: -8.573 eV
**Largest force on an atom**: 6.36 eV Å⁻¹
**Lowest unoccupied orbital energy**: -0.0063 hartree
**SMILES**: O.O.O.O.O.O.O.O.O
**Orbital gap**: 8.402 eV

***

Which of these has the lowest largest force on an atom? C19H23BrNV

***

What is the formula in the third record? C19H23BrNV

***

Among the records above, which one has the highest largest force on an atom? H18O9

***

Please write out number 3 again, unchanged.
The following is a quantum chemistry calculation of a molecular structure, C19H23BrNV in a non-equilibrium geometry, from the OMol25 dataset.

Geometry as ORCA input:
```
! wB97M-V def2-TZVPD RIJCOSX def2/J DEFGRID3
* xyz 1 2
C 1.41 -3.54 0.44
C 0.62 -3.80 1.66
C 1.06 -4.27 -0.79
C 2.79 -3.06 0.60
H 1.42 -5.31 -0.75
H 1.50 -3.82 -1.68
H -0.03 -4.33 -0.93
H 0.92 -4.76 2.11
H -0.45 -3.87 1.45
H 0.79 -3.03 2.41
H 3.47 -3.89 0.85
H 2.87 -2.33 1.41
H 3.18 -2.60 -0.32
C -2.75 0.70 -0.84
C -2.08 -0.31 -1.61
C -1.51 -1.26 -0.68
H -2.08 -0.40 -2.69
C -1.85 -0.84 0.65
C -2.64 0.36 0.54
H -3.14 0.86 1.37
H -3.35 1.51 -1.27
H -1.04 -2.20 -0.94
H -1.63 -1.41 1.55
C 1.73 1.72 -0.92
C 0.87 1.82 -2.06
C 0.55 0.49 -2.48
H 0.59 2.73 -2.59
C 1.18 -0.43 -1.56
C 1.90 0.34 -0.59
H 2.54 -0.09 0.18
H 2.24 2.56 -0.43
H 0.01 0.21 -3.38
H 1.22 -1.51 -1.67
V -0.43 0.63 -0.51
Br -2.17 6.19 -0.50
C -1.39 4.76 0.50
C -1.02 4.91 1.84
C -0.46 3.81 2.49
C -0.30 2.61 1.81
N -0.66 2.47 0.51
C -1.20 3.54 -0.14
H -1.17 5.86 2.34
H -0.16 3.87 3.54
H 0.13 1.73 2.29
H -1.49 3.40 -1.18
*
```

Results
**E_HOMO (spin up / spin down)**: -9.639 / -11.538 eV
**Largest force on an atom**: 1.40 eV Å⁻¹
**Lowest unoccupied orbital energy (spin up / spin down)**: -0.1366 / -0.1369 hartree
**Orbital gap (spin up / spin down)**: 5.921 / 7.814 eV